Entry 1:
Here is 4 unconnected molecules or ions with the total composition C25H27F24N5O4S at a distorted geometry from the Open Molecules 2025 dataset. Energies are from the ωB97M-V functional and the def2-TZVPD basis.

```
! RIJCOSX wB97M-V def2-TZVPD def2/J DEFGRID3
* xyz 0 1
C -6.022 1.356 0.183
C -6.842 1.028 -1.207
O -6.984 -0.443 -1.461
C -5.900 -0.695 -2.468
C -4.409 -1.022 -1.811
C -3.104 -1.272 -2.806
C -1.663 -1.538 -2.072
C -0.757 -0.179 -2.216
N -1.308 1.040 -1.509
N 0.623 -0.481 -1.654
N -0.533 0.250 -3.680
C -3.380 -1.186 -4.421
C -4.875 -0.875 -5.065
N -5.332 -0.723 -6.499
S -7.076 -0.363 -6.470
N -7.538 -0.300 -4.764
C -6.196 -0.618 -4.087
H -5.608 2.470 0.117
H -6.686 1.193 1.150
H -5.064 0.677 0.335
H -6.191 1.481 -2.097
H -7.918 1.490 -1.255
H -4.234 -1.086 -0.646
H -1.122 -2.529 -2.410
H -1.878 -1.677 -0.906
H -2.210 1.377 -1.917
H -1.364 0.925 -0.474
H 0.780 -1.496 -1.839
H 0.521 -0.290 -0.614
H 0.297 0.876 -3.763
H -1.401 0.753 -3.970
H -2.459 -1.327 -5.165
F 0.638 -4.667 -3.422
C 1.467 -4.631 -2.355
F 0.941 -3.721 -1.487
C 2.894 -4.248 -2.733
F 2.957 -2.975 -3.210
F 3.651 -4.248 -1.589
C 3.581 -5.192 -3.729
O 3.541 -4.805 -5.106
C 2.344 -5.146 -5.802
F 1.628 -6.017 -5.051
F 2.738 -5.844 -6.902
C 1.532 -3.916 -6.236
F 1.220 -3.121 -5.179
F 0.355 -4.285 -6.809
H 1.440 -5.606 -1.861
H 4.649 -5.182 -3.479
H 3.279 -6.238 -3.590
H 2.089 -3.314 -6.954
F -2.261 4.400 4.347
C -1.278 4.258 5.264
F -0.877 5.516 5.599
C -0.100 3.442 4.740
F 0.529 4.079 3.716
F 0.831 3.350 5.743
C -0.440 2.009 4.307
O -0.682 1.805 2.912
C -2.001 2.117 2.469
F -2.805 2.273 3.548
F -2.453 1.004 1.830
C -2.043 3.316 1.509
F -1.486 4.424 2.063
F -3.324 3.640 1.187
H -1.704 3.801 6.162
H 0.450 1.403 4.517
H -1.226 1.560 4.928
H -1.503 3.096 0.587
F 6.100 0.087 4.368
C 4.769 -0.146 4.335
F 4.535 -0.899 3.224
C 3.948 1.139 4.295
F 4.164 1.830 3.143
F 2.621 0.795 4.273
C 4.151 2.081 5.491
O 5.086 3.148 5.310
C 6.454 2.802 5.512
F 6.520 1.587 6.108
F 6.932 3.689 6.427
C 7.291 2.887 4.226
F 6.776 2.108 3.239
F 8.563 2.458 4.441
H 4.502 -0.755 5.204
H 3.192 2.588 5.651
H 4.329 1.536 6.426
H 7.333 3.912 3.855
*
```

Properties
SMILES   CCOc1cc(CC(N)(N)N)cc2nsnc12.FC(F)C(F)(F)COC(F)(F)C(F)F.FC(F)C(F)(F)COC(F)(F)C(F)F.FC(F)C(F)(F)COC(F)(F)C(F)F
Frontier orbital gap   0.2472 Ha
Energy above the lowest of the compared OMol25 structures with the same formula, charge and spin   274.4 kcal per mole

Partial atomic charges computed with the Löwdin method, in multiples of e:
1. C -0.098
2. C -0.230
3. O -0.181
4. C -0.106
5. C 0.057
6. C -0.124
7. C -0.105
8. C -0.595
9. N 0.049
10. N 0.055
11. N 0.042
12. C 0.018
13. C -0.209
14. N -0.292
15. S 0.845
16. N -0.266
17. C -0.177
18. H 0.084
19. H 0.090
20. H 0.057
21. H 0.127
22. H 0.133
23. H 0.097
24. H 0.114
25. H 0.127
26. H 0.084
27. H 0.052
28. H 0.047
29. H 0.088
30. H 0.079
31. H 0.054
32. H 0.105
33. F 0.083
34. C -0.280
35. F 0.070
36. C -0.429
37. F 0.123
38. F 0.103
39. C -0.054
40. O 0.034
41. C -0.475
42. F 0.119
43. F 0.138
44. C -0.261
45. F 0.080
46. F 0.095
47. H 0.177
48. H 0.152
49. H 0.147
50. H 0.176
51. F 0.086
52. C -0.287
53. F 0.091
54. C -0.424
55. F 0.127
56. F 0.095
57. C -0.053
58. O 0.036
59. C -0.476
60. F 0.121
61. F 0.122
62. C -0.262
63. F 0.091
64. F 0.088
65. H 0.175
66. H 0.128
67. H 0.149
68. H 0.162
69. F 0.086
70. C -0.287
71. F 0.090
72. C -0.422
73. F 0.128
74. F 0.090
75. C -0.050
76. O 0.038
77. C -0.475
78. F 0.119
79. F 0.138
80. C -0.261
81. F 0.086
82. F 0.094
83. H 0.175
84. H 0.134
85. H 0.149
86. H 0.175


Entry 2:
Here is a molecular structure, C25H27F3N2PtSSi at a distorted geometry from the Open Molecules 2025 dataset. Energies are from the ωB97M-V functional and the def2-TZVPD basis.

```
! RIJCOSX wB97M-V def2-TZVPD def2/J DEFGRID3
* xyz 2 5
Pt -1.214 0.389 -1.175
F -3.892 4.326 -5.465
C -3.719 3.732 -4.291
F -4.834 3.060 -3.979
F -3.535 4.679 -3.358
C -2.529 2.793 -4.323
C -1.781 2.622 -5.478
C -0.684 1.771 -5.452
C -0.370 1.099 -4.276
N -1.093 1.254 -3.176
C -2.160 2.085 -3.177
S -2.929 2.163 -1.630
H -2.053 3.156 -6.378
H -0.078 1.628 -6.335
H 0.482 0.435 -4.215
C -1.916 -1.141 0.066
Si -0.325 -1.559 0.994
C 0.265 0.071 2.038
N 0.304 1.269 1.298
C 1.568 1.606 0.630
C 2.209 2.857 1.266
C 1.914 2.876 2.764
C 0.404 3.000 3.018
C -0.406 2.422 1.831
C -0.535 -2.877 2.321
C 0.060 -2.754 3.575
C -0.012 -3.805 4.479
C -0.703 -4.960 4.143
C -1.317 -5.076 2.904
C -1.246 -4.032 1.994
C 1.105 -1.939 -0.166
C 2.335 -2.348 0.354
C 3.393 -2.660 -0.486
C 3.232 -2.583 -1.863
C 2.019 -2.175 -2.399
C 0.965 -1.855 -1.556
H -2.734 -0.759 0.677
H -2.279 -1.982 -0.525
H 1.266 -0.174 2.402
H -0.434 0.162 2.869
H 1.384 1.804 -0.434
H 2.238 0.750 0.694
H 1.822 3.767 0.803
H 3.282 2.826 1.084
H 2.439 3.708 3.231
H 2.304 1.963 3.221
H 0.109 4.043 3.130
H 0.138 2.479 3.937
H -0.505 3.169 1.044
H -1.404 2.129 2.158
H 0.586 -1.852 3.865
H 0.471 -3.712 5.442
H -0.773 -5.770 4.857
H -1.852 -5.977 2.638
H -1.739 -4.132 1.034
H 2.472 -2.430 1.428
H 4.339 -2.975 -0.067
H 4.047 -2.855 -2.519
H 1.892 -2.134 -3.474
H 0.005 -1.578 -1.992
*
```

Properties
Frontier orbital gap (alpha / beta)   0.2873 / 0.1715 Ha
⟨S²⟩   6.033

Partial atomic charges computed with the Löwdin method, in multiples of e:
1. Pt 0.865
2. F 0.186
3. C -0.612
4. F 0.163
5. F 0.152
6. C -0.067
7. C 0.073
8. C 0.040
9. C -0.061
10. N -0.117
11. C -0.635
12. S 0.916
13. H 0.148
14. H 0.137
15. H 0.130
16. C -0.326
17. Si 0.680
18. C -0.164
19. N -0.133
20. C -0.132
21. C -0.141
22. C -0.167
23. C -0.126
24. C -0.140
25. C -0.259
26. C -0.098
27. C -0.056
28. C -0.047
29. C -0.053
30. C -0.084
31. C -0.276
32. C -0.086
33. C -0.048
34. C -0.049
35. C -0.070
36. C -0.140
37. H 0.021
38. H 0.028
39. H 0.111
40. H 0.114
41. H 0.123
42. H 0.127
43. H 0.123
44. H 0.129
45. H 0.127
46. H 0.117
47. H 0.129
48. H 0.120
49. H 0.128
50. H 0.137
51. H 0.094
52. H 0.116
53. H 0.119
54. H 0.117
55. H 0.106
56. H 0.111
57. H 0.119
58. H 0.119
59. H 0.109
60. H 0.051


Entry 3:
Here is 2 unconnected molecules or ions with the total composition C25H27N2 at a distorted geometry from the Open Molecules 2025 dataset. Energies are from the ωB97M-V functional and the def2-TZVPD basis.

```
! RIJCOSX wB97M-V def2-TZVPD def2/J DEFGRID3
* xyz 1 1
C 1.293 -1.090 6.895
C 0.384 -0.923 5.720
C 0.548 -1.709 4.568
C -0.279 -1.543 3.475
C -1.339 -0.576 3.465
C -2.107 -0.467 2.275
C -3.269 0.311 2.001
C -3.909 0.092 0.736
C -5.037 0.801 0.356
C -5.594 1.769 1.210
C -4.993 2.007 2.453
C -3.859 1.303 2.848
C -1.497 0.191 4.663
C -0.649 0.020 5.745
H 1.024 -0.379 7.681
H 1.229 -2.104 7.308
H 2.340 -0.917 6.614
H 1.346 -2.453 4.551
H -0.143 -2.154 2.581
H -1.800 -1.134 1.469
H -3.473 -0.661 0.074
H -5.497 0.608 -0.614
H -6.480 2.330 0.911
H -5.413 2.756 3.128
H -3.424 1.534 3.812
H -2.283 0.929 4.747
H -0.781 0.630 6.641
C 0.949 -0.751 -5.848
C 0.258 -1.466 -4.684
C 0.613 -0.883 -3.353
C 1.752 -0.056 -3.212
N 2.568 0.210 -4.284
C 2.416 -0.519 -5.529
C 3.862 0.837 -4.091
C 3.791 1.915 -3.024
C 3.242 1.335 -1.717
C 2.046 0.463 -1.929
C 1.199 0.111 -0.860
N 0.119 -0.663 -0.992
C -0.151 -1.159 -2.204
H 0.868 -1.344 -6.762
H 0.455 0.211 -6.030
H -0.829 -1.429 -4.821
H 0.539 -2.533 -4.706
H 2.938 -1.492 -5.463
H 2.904 0.063 -6.321
H 4.611 0.076 -3.800
H 4.179 1.258 -5.054
H 4.788 2.332 -2.865
H 3.139 2.728 -3.364
H 4.038 0.754 -1.223
H 2.982 2.151 -1.031
H 1.413 0.488 0.143
H -1.026 -1.808 -2.288
*
```

Properties
Frontier orbital gap   0.1556 Ha
Energy above the lowest of the compared OMol25 structures with the same formula, charge and spin   0.0 kcal per mole

Partial atomic charges computed with the Löwdin method, in multiples of e:
1. C -0.025
2. C -0.227
3. C -0.009
4. C 0.022
5. C -0.168
6. C 0.131
7. C -0.169
8. C 0.012
9. C -0.043
10. C -0.016
11. C -0.043
12. C 0.013
13. C 0.027
14. C -0.005
15. H 0.086
16. H 0.103
17. H 0.102
18. H 0.132
19. H 0.129
20. H 0.122
21. H 0.125
22. H 0.119
23. H 0.123
24. H 0.120
25. H 0.087
26. H 0.088
27. H 0.128
28. C -0.167
29. C -0.154
30. C -0.135
31. C -0.111
32. N -0.086
33. C -0.163
34. C -0.163
35. C -0.167
36. C -0.156
37. C -0.136
38. C -0.121
39. N 0.010
40. C -0.118
41. H 0.116
42. H 0.123
43. H 0.118
44. H 0.127
45. H 0.136
46. H 0.124
47. H 0.136
48. H 0.124
49. H 0.116
50. H 0.123
51. H 0.126
52. H 0.118
53. H 0.108
54. H 0.109


Entry 4:
Here is a molecular structure, C25H27N3W at a distorted geometry from the Open Molecules 2025 dataset. Energies are from the ωB97M-V functional and the def2-TZVPD basis.

```
! RIJCOSX wB97M-V def2-TZVPD def2/J DEFGRID3
* xyz 2 3
C -2.994 -1.324 -0.800
C -2.941 0.891 0.528
H -2.586 -1.471 -1.818
H -3.971 -0.938 -0.952
H -3.146 -2.070 0.071
H -3.975 0.868 0.159
H -2.830 0.336 1.505
H -2.493 1.825 0.161
C -0.671 -2.782 -1.244
C 0.266 -3.801 -1.360
C 1.401 -3.578 -2.123
C 1.612 -2.335 -2.658
H -1.668 -3.005 -0.842
H 0.157 -4.798 -0.919
H 2.109 -4.365 -2.359
H 2.455 -2.158 -3.310
N -0.410 -1.490 -1.644
C 0.793 -1.259 -2.306
C 1.220 0.109 -2.393
N 0.485 0.978 -1.602
C 1.108 2.190 -1.361
C 2.957 1.733 -2.919
C 2.312 2.549 -1.979
H 0.699 2.897 -0.622
H 2.770 3.506 -1.697
C 2.396 0.477 -3.094
H 2.897 -0.232 -3.782
H 3.874 2.055 -3.437
W -1.539 0.050 -0.714
C -2.214 1.008 -2.358
H -1.372 1.435 -2.880
H -2.928 1.778 -2.062
H -2.711 0.301 -3.026
C -0.134 3.695 3.980
C -1.201 3.660 3.077
C -1.300 2.668 2.113
C -0.310 1.658 1.971
C 0.800 1.701 2.885
C 0.870 2.704 3.878
N -0.418 0.628 0.975
C 0.308 -0.575 1.329
C 1.646 -0.708 0.928
C 2.262 -1.944 1.117
C 1.607 -2.952 1.851
C 0.306 -2.763 2.341
C -0.359 -1.568 2.067
H -0.091 4.450 4.779
H -2.012 4.391 3.154
H -2.237 2.784 1.555
H 1.612 0.951 2.833
H 1.690 2.692 4.607
H 2.155 0.154 0.469
H 3.237 -2.156 0.662
H 2.105 -3.926 1.981
H -0.214 -3.565 2.880
H -1.384 -1.360 2.404
*
```

Properties
Frontier orbital gap (alpha / beta)   0.2495 / 0.2386 Ha
⟨S²⟩   2.039
Energy above the lowest of the compared OMol25 structures with the same formula, charge and spin   58.7 kcal per mole

Partial atomic charges computed with the Löwdin method, in multiples of e:
1. C -0.279
2. C -0.239
3. H 0.018
4. H 0.024
5. H 0.105
6. H 0.056
7. H 0.074
8. H 0.018
9. C -0.086
10. C -0.008
11. C -0.010
12. C 0.020
13. H 0.096
14. H 0.138
15. H 0.137
16. H 0.121
17. N -0.058
18. C -0.172
19. C -0.197
20. N -0.013
21. C -0.075
22. C -0.001
23. C -0.025
24. H 0.126
25. H 0.129
26. C 0.024
27. H 0.133
28. H 0.142
29. W 1.520
30. C -0.211
31. H 0.019
32. H 0.052
33. H 0.058
34. C -0.006
35. C -0.038
36. C -0.024
37. C -0.195
38. C 0.033
39. C -0.018
40. N -0.067
41. C -0.344
42. C -0.048
43. C -0.047
44. C -0.052
45. C -0.045
46. C -0.021
47. H 0.135
48. H 0.130
49. H 0.091
50. H 0.124
51. H 0.127
52. H 0.127
53. H 0.125
54. H 0.126
55. H 0.127
56. H 0.125